C51H107NO12P | ωB97M-V/def2-TZVPD

Atoms and positions in Å:
C: 6.65 -4.10 -5.73
C: 7.70 -3.31 -4.80
C: 7.16 -2.93 -3.34
C: 5.88 -1.91 -3.37
C: 6.26 -0.41 -2.90
C: 6.33 0.65 -4.13
C: 5.30 1.90 -3.93
C: 4.82 2.32 -5.40
C: 4.03 3.72 -5.51
C: 3.36 4.25 -4.15
C: 2.30 3.27 -3.46
C: 1.48 2.33 -4.45
C: 0.90 1.10 -3.53
C: -0.67 0.84 -3.73
C: -1.08 -0.39 -2.77
C: -1.63 -1.70 -3.52
C: -1.02 -1.97 -4.98
C: -1.42 -3.47 -5.48
C: -0.52 -3.41 -6.84
P: -1.08 -4.30 -8.40
O: -0.73 -3.55 -9.69
O: -0.31 -5.84 -8.43
O: -2.76 -4.68 -8.32
N: 0.56 -2.64 -6.62
C: 1.61 -2.29 -7.62
C: 2.60 -3.49 -8.01
C: 3.65 -2.88 -9.09
O: 4.89 -3.06 -9.01
O: 3.15 -2.06 -10.17
C: 0.56 -2.13 -5.18
C: 1.37 -3.29 -4.41
C: 1.42 -3.13 -2.82
C: 2.31 -1.99 -2.24
C: 2.42 -1.70 -0.72
C: 1.63 -2.59 0.27
C: 0.76 -3.77 -0.25
C: 0.67 -4.01 -1.79
H: 6.69 -3.66 -6.79
H: 6.97 -5.19 -5.77
H: 5.58 -4.05 -5.34
H: 8.61 -4.02 -4.66
H: 8.09 -2.38 -5.34
H: 6.87 -3.92 -2.81
H: 8.02 -2.50 -2.74
H: 5.40 -1.97 -4.41
H: 5.12 -2.38 -2.64
H: 7.30 -0.44 -2.40
H: 5.50 -0.11 -2.10
H: 7.39 1.01 -4.34
H: 5.91 0.07 -5.05
H: 5.75 2.75 -3.31
H: 4.38 1.43 -3.41
H: 4.20 1.49 -5.89
H: 5.78 2.44 -6.04
H: 4.78 4.51 -5.85
H: 3.23 3.64 -6.32
H: 4.18 4.50 -3.37
H: 2.85 5.26 -4.37
H: 2.81 2.68 -2.62
H: 1.52 3.95 -2.92
H: 2.10 1.82 -5.27
H: 0.62 2.88 -5.01
H: 1.05 1.41 -2.43
H: 1.56 0.19 -3.74
H: -1.21 1.77 -3.30
H: -1.02 0.75 -4.81
H: -1.92 -0.03 -2.08
H: -0.18 -0.60 -2.09
H: -1.47 -2.63 -2.88
H: -2.77 -1.60 -3.65
H: -1.39 -1.17 -5.72
H: -1.14 -4.32 -4.74
H: -2.51 -3.40 -5.81
H: 0.57 -5.76 -7.99
H: -3.28 -3.84 -8.33
H: 2.24 -1.43 -7.20
H: 1.11 -1.90 -8.59
H: 3.23 -3.83 -7.11
H: 2.08 -4.37 -8.53
H: 2.88 -1.17 -9.83
H: 1.22 -1.21 -5.28
H: 2.46 -3.22 -4.78
H: 1.02 -4.35 -4.64
H: 2.90 -1.35 -3.00
H: 3.07 -0.83 -0.39
H: 1.70 -2.34 1.39
H: 0.21 -4.41 0.52
H: 0.02 -4.89 -2.13
C: -1.20 -0.69 3.00
C: 0.14 -0.17 3.48
C: -0.02 1.06 4.36
O: 0.96 0.16 2.36
H: -1.72 0.06 2.40
H: -1.06 -1.57 2.36
H: -1.84 -0.97 3.84
H: 0.66 -0.95 4.04
H: -0.50 1.87 3.81
H: 0.95 1.43 4.70
H: -0.63 0.83 5.24
H: 0.51 0.85 1.86
C: -0.35 -3.26 5.94
C: -1.75 -3.63 5.50
C: -2.58 -4.15 6.66
O: -1.68 -4.63 4.48
H: 0.18 -4.13 6.34
H: 0.24 -2.90 5.09
H: -0.37 -2.48 6.70
H: -2.24 -2.76 5.06
H: -2.14 -5.05 7.09
H: -3.59 -4.42 6.32
H: -2.67 -3.40 7.45
H: -1.25 -5.41 4.86
C: -7.15 -1.01 7.44
C: -6.14 -2.09 7.09
C: -6.57 -3.44 7.64
O: -4.87 -1.74 7.63
H: -7.25 -0.90 8.53
H: -6.83 -0.04 7.05
H: -8.14 -1.25 7.03
H: -6.03 -2.15 6.00
H: -6.64 -3.42 8.73
H: -5.82 -4.21 7.39
H: -7.53 -3.75 7.23
H: -4.95 -1.68 8.59
C: 0.45 5.39 5.66
C: -0.02 5.04 4.26
C: -0.66 6.24 3.57
O: -0.97 3.97 4.33
H: -0.39 5.70 6.29
H: 0.90 4.51 6.14
H: 1.19 6.19 5.64
H: 0.82 4.68 3.66
H: -1.54 6.58 4.13
H: -1.01 5.97 2.57
H: 0.05 7.07 3.49
H: -1.72 4.28 4.85
C: -8.25 2.77 7.78
C: -8.72 2.43 6.37
C: -9.36 3.62 5.69
O: -9.67 1.36 6.44
H: -9.10 3.09 8.40
H: -7.81 1.90 8.26
H: -7.51 3.58 7.76
H: -7.88 2.07 5.78
H: -10.24 3.97 6.24
H: -9.70 3.36 4.69
H: -8.65 4.45 5.61
H: -10.42 1.67 6.97
C: -6.04 0.39 -0.90
C: -5.03 -0.69 -1.26
C: -5.45 -2.04 -0.70
O: -3.75 -0.34 -0.75
H: -6.11 0.51 0.19
H: -5.72 1.36 -1.29
H: -7.03 0.16 -1.29
H: -4.94 -0.75 -2.35
H: -5.50 -2.01 0.39
H: -4.71 -2.81 -0.97
H: -6.42 -2.34 -1.09
H: -3.82 -0.28 0.21
C: 4.20 7.97 5.92
C: 4.22 7.15 7.20
C: 5.63 6.97 7.72
O: 3.63 5.88 6.95
H: 4.77 7.47 5.13
H: 3.18 8.09 5.55
H: 4.63 8.96 6.08
H: 3.61 7.65 7.96
H: 6.25 6.43 7.00
H: 5.63 6.37 8.64
H: 6.10 7.93 7.94
H: 4.16 5.43 6.28

Values from the calculation:
- net charge = +1
- spin multiplicity = 1
- gap between HOMO and LUMO (eV) = 6.05

=====

C51H116N5NiO20 | ωB97M-V/def2-TZVPD

Atoms and positions in Å:
Ni: 0.20 -8.78 -9.47
C: 0.65 -11.58 -5.76
C: 1.92 -11.73 -6.55
C: 2.48 -13.15 -6.22
C: 3.69 -13.55 -7.02
C: 3.51 -13.34 -8.52
C: 2.86 -12.02 -8.92
N: 1.77 -11.61 -8.00
O: 1.15 -10.57 -8.35
C: 2.16 -12.24 -10.28
C: 3.96 -10.99 -9.08
C: 3.00 -10.76 -6.01
H: 0.91 -11.68 -4.71
H: -0.10 -12.33 -6.01
H: 0.19 -10.59 -5.85
H: 1.63 -13.78 -6.53
H: 2.65 -13.26 -5.15
H: 4.05 -14.53 -6.72
H: 4.52 -12.89 -6.74
H: 3.01 -14.19 -8.98
H: 4.53 -13.30 -8.91
H: 1.43 -13.03 -10.06
H: 2.89 -12.63 -10.99
H: 1.71 -11.31 -10.63
H: 4.48 -11.21 -10.02
H: 4.71 -11.05 -8.30
H: 3.55 -9.99 -9.26
H: 3.00 -9.85 -6.60
H: 4.00 -11.17 -5.92
H: 2.72 -10.44 -5.00
C: -2.26 -9.69 -7.47
O: -1.16 -8.85 -7.72
C: -0.85 -7.89 -6.71
C: 0.65 -7.67 -6.73
O: 1.05 -7.59 -8.10
C: 2.44 -7.36 -8.18
C: 2.85 -7.24 -9.64
O: 2.14 -8.21 -10.37
C: 2.61 -8.33 -11.69
H: -2.06 -10.27 -6.55
H: -2.28 -10.42 -8.28
H: -3.24 -9.21 -7.37
H: -1.15 -8.26 -5.73
H: -1.41 -6.98 -6.95
H: 1.11 -8.53 -6.22
H: 0.91 -6.79 -6.15
H: 3.07 -8.13 -7.73
H: 2.74 -6.47 -7.60
H: 3.94 -7.45 -9.64
H: 2.85 -6.23 -10.07
H: 3.52 -8.96 -11.68
H: 2.87 -7.40 -12.18
H: 1.96 -8.98 -12.28
C: 4.38 -16.60 -10.27
O: 5.26 -15.54 -10.01
C: 6.61 -15.84 -9.70
C: 7.35 -16.45 -10.89
O: 7.81 -15.46 -11.79
C: 9.18 -15.17 -11.71
C: 9.64 -14.38 -10.50
O: 9.52 -15.20 -9.34
C: 9.90 -14.57 -8.15
H: 4.81 -17.60 -10.20
H: 4.02 -16.52 -11.31
H: 3.49 -16.54 -9.64
H: 6.69 -16.52 -8.83
H: 7.01 -14.88 -9.37
H: 6.65 -17.05 -11.47
H: 8.10 -17.11 -10.45
H: 9.50 -14.62 -12.59
H: 9.86 -16.04 -11.67
H: 9.11 -13.42 -10.41
H: 10.72 -14.21 -10.59
H: 10.97 -14.36 -8.14
H: 9.62 -15.21 -7.31
H: 9.30 -13.66 -7.99
C: 6.59 -12.19 -11.63
O: 7.68 -12.08 -12.49
C: 7.40 -12.50 -13.83
C: 8.26 -11.71 -14.78
O: 7.50 -11.63 -15.99
C: 8.21 -10.95 -17.03
C: 7.61 -11.38 -18.38
O: 8.55 -11.90 -19.28
C: 9.28 -13.03 -18.86
H: 6.13 -13.17 -11.86
H: 5.73 -11.53 -11.85
H: 6.91 -12.18 -10.59
H: 6.34 -12.28 -14.00
H: 7.62 -13.57 -13.84
H: 9.22 -12.17 -15.02
H: 8.40 -10.69 -14.43
H: 9.28 -11.15 -16.97
H: 8.02 -9.88 -16.88
H: 7.13 -10.50 -18.79
H: 6.86 -12.16 -18.21
H: 9.84 -12.79 -17.94
H: 10.11 -13.13 -19.56
H: 8.63 -13.90 -18.79
C: 6.38 -11.09 -3.84
O: 7.49 -10.52 -3.17
C: 8.26 -11.34 -2.29
C: 8.65 -12.72 -2.80
O: 7.59 -13.62 -3.01
C: 7.01 -14.15 -1.85
C: 5.71 -14.88 -2.17
O: 4.76 -14.64 -1.14
C: 4.03 -13.46 -1.24
H: 5.55 -11.43 -3.20
H: 6.73 -11.94 -4.43
H: 6.04 -10.31 -4.52
H: 7.55 -11.49 -1.46
H: 9.15 -10.80 -1.98
H: 9.50 -13.10 -2.22
H: 9.03 -12.58 -3.82
H: 6.74 -13.37 -1.14
H: 7.73 -14.80 -1.33
H: 5.79 -15.97 -2.16
H: 5.30 -14.56 -3.13
H: 3.29 -13.45 -0.43
H: 3.34 -13.42 -2.10
H: 4.68 -12.59 -1.21
C: -0.54 -5.99 0.88
O: 0.02 -6.64 2.00
C: 1.06 -7.56 1.75
C: 2.16 -7.18 0.77
O: 1.71 -7.17 -0.59
C: 2.38 -8.08 -1.43
C: 1.96 -7.99 -2.86
O: 0.98 -8.97 -3.21
C: -0.33 -8.60 -2.87
H: -1.58 -5.80 1.15
H: -0.54 -6.55 -0.06
H: -0.09 -4.99 0.80
H: 0.57 -8.49 1.39
H: 1.52 -7.86 2.69
H: 2.83 -8.04 0.85
H: 2.61 -6.23 1.04
H: 2.37 -9.12 -1.08
H: 3.46 -7.87 -1.34
H: 2.82 -8.22 -3.49
H: 1.66 -6.99 -3.19
H: -0.91 -9.52 -3.01
H: -0.89 -8.02 -3.62
H: -0.45 -8.23 -1.86
C: 7.46 -16.70 -4.53
O: 7.33 -17.72 -3.90
N: 6.48 -16.10 -5.25
C: 6.62 -14.80 -5.85
C: 5.13 -16.65 -5.30
H: 8.39 -16.12 -4.52
H: 5.99 -14.12 -5.26
H: 6.23 -14.82 -6.87
H: 7.58 -14.30 -5.88
H: 5.13 -17.70 -5.01
H: 4.46 -16.08 -4.65
H: 4.85 -16.64 -6.35
C: -1.08 -10.92 -11.51
O: -0.55 -10.06 -10.82
N: -1.11 -10.92 -12.85
C: -1.50 -12.10 -13.61
C: -0.64 -9.77 -13.59
H: -1.59 -11.80 -11.10
H: -1.00 -12.04 -14.57
H: -2.59 -12.19 -13.67
H: -1.17 -13.02 -13.14
H: 0.31 -9.93 -14.11
H: -1.38 -9.53 -14.35
H: -0.49 -8.89 -12.97
C: -1.04 -15.41 -6.66
O: -0.40 -16.35 -7.05
N: -2.35 -15.43 -6.31
C: -3.00 -14.23 -5.89
C: -2.92 -16.72 -5.94
H: -0.61 -14.39 -6.51
H: -2.54 -13.39 -6.44
H: -3.00 -13.97 -4.83
H: -4.04 -14.15 -6.23
H: -2.37 -17.18 -5.11
H: -3.97 -16.65 -5.67
H: -2.91 -17.37 -6.81
C: -0.48 -14.04 -0.68
O: -1.43 -14.30 0.03
N: -0.39 -14.37 -1.99
C: 0.65 -13.77 -2.81
C: -1.38 -15.23 -2.62
H: 0.39 -13.48 -0.31
H: 1.11 -12.93 -2.31
H: 0.22 -13.55 -3.78
H: 1.33 -14.59 -3.08
H: -0.88 -15.81 -3.40
H: -1.69 -15.93 -1.85
H: -2.15 -14.59 -3.04

Values from the calculation:
- net charge = +1
- spin multiplicity = 3
- gap between HOMO and LUMO (spin up / spin down) (eV) = 8.58 / 7.12
- <S²> = 2.011

=====

| no. | calculated total energy (a.u.) |
| --- | --- |
| 1 | -3305.86672 |
| 2 | -5299.04671 |